Density functional theory data (ωB97M-V/def2-TZVPD) for a 14-piece molecular cluster, C60H160N12O18 overall in a non-equilibrium geometry.

Values from the calculation:
Gap between HOMO and LUMO (alpha / beta), eV: 1.5 / 8.1
Multiplicity: 2
HOMO level (alpha / beta), eV: 0.352 / -6.273
Total charge: -1

Each line ends with the Löwdin charge.
CARTESIAN COORDINATES (ANGSTROEM)
O -0.882 -7.148 1.142  -0.23
O -8.820 -0.873 -1.251  -0.19
O 5.886 -2.387 -1.116  -0.24
O -1.732 5.016 7.984  -0.19
O 1.327 2.079 -0.809  -0.21
O 1.562 -3.528 -1.649  -0.18
O 1.202 4.934 3.975  -0.19
O 4.101 6.999 -2.829  -0.18
O 3.478 -1.387 4.581  -0.24
O -0.306 -3.170 4.076  -0.36
O -3.491 0.831 -2.824  -0.23
O 0.670 0.816 -5.342  -0.19
O -2.710 -5.208 -3.955  -0.21
O 6.192 3.443 2.069  -0.17
O -3.870 2.390 1.850  -0.21
O -3.546 -4.890 0.685  -0.18
O -4.003 -1.402 -9.129  -0.18
O 6.088 1.801 -3.332  -0.08
N 0.356 -6.269 -1.639  -0.01
N 5.265 -2.687 2.487  0.04
N 8.932 2.679 4.449  0.02
N -3.517 -1.678 -4.359  0.07
N -5.759 -0.171 -1.453  -0.03
N -2.549 -1.870 2.759  0.03
N -1.640 -0.771 -6.378  -0.08
N -1.654 4.633 5.115  -0.05
N 1.225 4.754 -2.533  0.05
N -1.275 0.599 1.615  0.04
N 0.145 0.009 4.147  0.06
N -5.074 5.772 1.200  0.04
C 9.014 2.212 2.013  -0.07
C 0.222 -5.250 -2.707  -0.22
C -5.185 -0.733 -9.500  -0.13
C 6.165 -2.775 0.222  -0.16
C 6.474 0.891 -2.347  -0.33
C 4.532 8.229 -3.366  -0.11
C -2.084 5.742 9.148  -0.12
C 4.914 -0.679 1.106  -0.05
C -2.617 3.940 5.921  -0.23
C -3.253 -2.998 -2.299  -0.04
C 0.350 -4.159 3.332  -0.34
C -2.827 -3.760 1.162  -0.17
C 2.530 1.640 -0.271  -0.12
C -0.183 0.440 0.658  -0.35
C 6.886 -2.742 -2.066  -0.11
C 0.309 -0.449 -4.870  -0.23
C -0.935 3.738 4.174  -0.15
C -2.796 -6.394 -4.771  -0.09
C -2.963 1.815 -3.742  -0.07
C -2.134 -1.466 -7.544  -0.20
C 4.000 -2.375 5.480  -0.12
C -0.692 -0.509 -0.405  -0.04
C -2.845 -2.781 -3.717  -0.43
C -0.286 -1.274 -6.040  -0.17
C 6.427 1.734 -1.091  -0.07
C -4.068 1.319 2.785  -0.10
C 0.028 4.519 3.260  -0.20
C -3.949 1.442 -1.582  -0.18
C 0.241 1.918 0.144  -0.10
C 2.762 6.637 -3.032  -0.21
C -2.835 4.853 0.708  -0.03
C -0.968 -8.067 2.191  -0.18
C 2.554 -2.492 -1.728  -0.09
C -3.166 -4.046 -4.591  -0.19
C 4.758 3.385 2.200  -0.10
C -0.972 -7.794 -0.160  -0.17
C -4.761 -2.520 2.465  -0.08
C 8.338 2.948 3.138  -0.43
C 1.369 -4.324 -2.824  -0.23
C -3.693 -5.913 1.640  -0.14
C -4.508 3.583 2.231  -0.21
C 2.584 5.208 -2.511  -0.44
C -4.334 4.563 1.024  -0.43
C -0.947 -6.801 -1.337  -0.22
C 2.273 -0.820 5.095  -0.19
C 3.455 4.124 -3.154  -0.04
C 2.064 1.511 4.157  -0.06
C -2.914 4.697 7.218  -0.21
C -4.573 0.315 -0.735  -0.20
C 1.268 1.674 -4.381  -0.09
C -7.798 -1.831 -1.278  -0.24
C 2.041 5.825 3.262  -0.12
C 1.203 -3.495 2.236  -0.06
C -3.337 -3.078 2.475  -0.40
C 6.794 2.853 3.185  -0.21
C 4.992 -2.215 1.118  -0.38
C -3.540 -0.925 -7.897  -0.23
C -9.944 -1.206 -2.094  -0.09
C 1.596 0.101 4.051  -0.44
C -6.440 -1.314 -0.738  -0.18
H 2.415 -0.236 6.005  0.12
H 2.796 5.356 2.631  0.06
H 3.554 -2.916 -1.811  0.07
H -1.499 -1.320 -8.418  0.12
H -3.534 -0.881 -3.738  0.03
H 1.742 -4.230 1.639  0.07
H -2.735 6.595 8.952  0.08
H -8.194 -2.581 -0.594  0.12
H 6.188 -2.368 2.743  0.06
H 4.369 3.735 3.157  0.08
H 3.144 1.273 -1.093  0.08
H -0.313 0.527 3.411  0.02
H -4.648 -5.920 2.166  0.07
H 3.213 3.138 -2.755  0.05
H -0.149 -8.506 -0.217  0.12
H -3.682 -6.887 1.152  0.08
H -5.561 3.604 2.513  0.12
H 0.887 -4.846 3.987  0.08
H 6.465 1.815 3.140  0.12
H -3.515 0.161 -7.816  0.12
H 1.649 6.747 2.835  0.09
H 0.410 -1.179 -6.873  0.12
H 4.299 3.878 1.343  0.08
H 4.223 8.387 -4.399  0.08
H -2.933 -5.835 2.417  0.07
H -1.138 -7.407 3.041  0.06
H -4.312 -3.240 -2.207  0.09
H 2.098 7.376 -2.584  0.12
H 0.436 3.934 2.435  0.09
H 8.592 3.995 2.973  0.13
H 0.578 -0.092 1.228  0.11
H -0.664 2.328 -0.304  0.10
H 1.794 -2.691 2.676  0.05
H 2.280 -4.902 -2.978  0.12
H -1.031 5.090 5.765  0.10
H -1.680 -6.025 -1.113  0.11
H 6.109 -3.863 0.245  0.12
H -6.025 -1.061 -8.888  0.09
H -3.745 0.365 2.367  0.05
H -1.772 -4.025 1.231  0.11
H -3.394 1.502 3.623  0.08
H 1.642 -1.659 5.386  0.11
H -3.212 -3.752 3.322  0.11
H 8.340 2.988 5.207  0.06
H -0.421 -4.728 2.811  0.07
H -2.889 -2.995 0.388  0.09
H 6.176 1.387 -4.193  0.08
H -5.391 -1.044 -10.524  0.08
H -4.038 3.992 3.126  0.10
H -1.862 -8.686 2.114  0.08
H -4.752 3.973 0.208  0.13
H 3.143 1.530 4.004  0.07
H 3.115 2.506 0.040  0.07
H -10.543 -1.946 -1.564  0.08
H 7.161 -2.401 0.458  0.12
H -1.944 -8.281 -0.085  0.11
H 6.574 -2.275 -3.000  0.08
H 4.519 4.249 -2.957  0.07
H -4.723 2.189 -1.758  0.12
H 7.513 0.616 -2.528  0.11
H -0.294 3.009 4.670  0.10
H -2.659 1.486 -4.736  0.07
H 4.788 -0.321 0.084  0.05
H 1.742 1.920 5.115  0.09
H 0.617 1.797 -3.516  0.07
H -1.767 -2.618 -3.711  0.12
H -2.255 -2.533 -7.356  0.11
H -5.078 1.180 3.169  0.09
H -5.497 -0.578 -2.340  0.08
H -3.588 2.704 -3.833  0.09
H -0.423 -0.490 -4.063  0.11
H -3.425 5.643 7.037  0.11
H 1.342 2.679 -4.796  0.08
H -2.248 -6.337 -5.711  0.08
H 2.682 6.217 4.053  0.08
H -2.630 -3.788 -1.877  0.07
H 2.450 6.777 -4.067  0.12
H 5.016 -2.570 5.136  0.07
H -0.511 -3.442 4.974  0.00
H 0.629 -5.828 -0.773  0.10
H -2.248 5.127 1.584  0.06
H -10.577 -0.351 -2.329  0.08
H -4.240 -4.073 -4.774  0.12
H -3.619 4.105 7.802  0.12
H -4.722 6.107 2.086  0.07
H -9.571 -1.698 -2.992  0.08
H 6.940 -3.807 -2.288  0.08
H -1.513 0.206 -6.600  0.11
H -2.941 -1.465 3.597  0.06
H 8.642 2.546 1.044  0.07
H -6.593 -1.009 0.297  0.10
H 1.190 -0.980 -4.510  0.11
H -0.320 -2.324 -5.750  0.11
H 0.512 2.590 0.959  0.09
H -2.579 5.058 9.836  0.08
H 5.830 0.012 -2.334  0.10
H -3.503 3.682 5.341  0.10
H -1.148 5.994 9.645  0.09
H 2.558 0.834 0.463  0.07
H 1.796 -0.344 3.076  0.10
H 9.830 3.114 4.600  0.07
H 4.152 9.097 -2.826  0.08
H -3.801 -6.601 -5.138  0.08
H 2.850 5.222 -1.454  0.13
H 0.065 -5.635 -3.715  0.12
H -3.169 1.879 -0.959  0.09
H -4.959 0.730 0.195  0.11
H -4.285 -1.384 -7.247  0.12
H 4.104 -2.048 6.514  0.08
H 1.675 2.133 3.352  0.06
H -6.036 5.554 1.416  0.07
H 4.686 -2.200 3.156  0.02
H 5.607 8.189 -3.195  0.09
H -0.645 -4.603 -2.574  0.09
H -2.658 -3.958 -5.552  0.10
H 1.143 3.967 -1.906  0.05
H -1.792 -0.254 1.778  0.02
H -2.730 5.594 -0.085  0.07
H 4.314 2.395 2.103  0.06
H 4.050 -2.726 0.916  0.12
H 0.554 -2.968 1.535  0.05
H -2.021 2.166 -3.320  0.08
H 1.127 -3.724 -3.702  0.11
H 0.061 -0.781 -1.144  0.07
H 5.492 2.291 -1.037  0.07
H -1.504 -0.026 -0.949  0.06
H 6.451 1.063 -0.232  0.05
H 7.869 -2.363 -1.786  0.08
H -4.958 -1.751 1.718  0.05
H 8.854 1.142 2.144  0.08
H -3.865 -0.497 -0.567  0.09
H -5.053 -2.128 3.439  0.06
H -2.952 -1.278 -5.094  0.02
H -2.429 3.960 0.232  0.05
H -5.759 -2.164 -0.692  0.10
H -0.078 -0.954 3.937  0.02
H -7.541 -2.271 -2.241  0.12
H 7.277 2.416 -1.069  0.08
H -1.115 -1.449 -0.051  0.07
H -1.787 3.341 3.624  0.10
H -2.017 1.240 1.373  0.04
H 10.104 2.214 1.982  0.07
H -1.635 -2.159 3.080  0.03
H 5.798 -0.243 1.570  0.07
H -0.113 -8.712 2.397  0.08
H -3.084 -2.044 -1.799  0.06
H 2.574 -1.931 -0.794  0.07
H -1.356 -7.325 -2.201  0.10
H 2.454 -1.742 -2.513  0.07
H 6.435 3.293 4.115  0.12
H -2.261 2.981 6.298  0.12
H 0.651 5.497 -2.162  0.07
H 4.052 -0.391 1.708  0.06
H 3.230 4.111 -4.221  0.08
H -5.158 0.355 -9.572  0.09
H -0.495 5.354 2.794  0.10
H 3.372 -3.253 5.330  0.08
H -5.466 -3.328 2.271  0.07
H 2.244 1.301 -4.070  0.09
H -2.465 -7.273 -4.217  0.07

Density functional theory data (ωB97M-V/def2-TZVPD) for C60H36Cl4N7S2Tl as an isolated structure.

Values from the calculation:
Energy relative to the best compared isomer or geometry (same formula, charge and spin), kJ/mol: 0.0
Gap between HOMO and LUMO, eV: 5.4
HOMO level, eV: -6.888
Total charge: 0

Each line ends with the Löwdin charge.
CARTESIAN COORDINATES (ANGSTROEM)
Tl 0.109 0.451 -0.463  0.89
Cl -3.099 9.128 -3.170  0.66
Cl 1.369 -8.811 -2.806  0.66
Cl 8.647 2.514 -3.637  0.66
Cl -6.613 -1.231 5.173  0.66
S 3.709 0.263 2.672  1.04
S 1.920 1.826 0.782  0.68
N 1.483 -0.754 -1.793  0.04
N -1.900 1.403 -0.847  0.03
N 0.624 1.968 -2.212  0.03
N 1.774 -0.803 1.345  -0.04
N -0.685 -1.949 2.314  0.15
N -0.921 0.825 2.233  0.11
N -1.171 -1.385 -0.696  0.04
C 0.996 -6.707 -1.149  -0.09
C 1.026 -6.223 -3.510  -0.09
C 2.661 -0.255 -2.213  -0.24
C 2.404 -1.837 2.033  -0.31
C 3.562 -1.335 -2.498  0.02
C 0.787 -5.359 -0.885  -0.01
C -1.997 -1.247 5.709  -0.08
C 2.902 1.115 -2.535  -0.07
C -1.480 2.888 3.346  -0.04
C -1.956 -3.457 -1.225  0.02
C -5.431 -2.047 2.875  -0.09
C 0.702 -4.432 -1.919  -0.21
C 4.321 1.472 -2.838  -0.20
C -1.125 -1.267 3.432  -0.23
C -3.002 0.948 -0.167  -0.26
C 0.477 -2.980 -1.630  -0.05
C -4.656 -1.855 1.742  -0.01
C 0.032 3.168 -2.370  -0.22
C -5.198 0.273 3.427  -0.09
C 3.484 -1.453 2.828  -0.46
C 5.268 1.400 -1.817  -0.01
C -2.368 7.133 -1.492  -0.10
C -2.143 2.685 -1.249  -0.22
C -2.045 0.116 5.720  -0.06
C 2.048 -3.183 1.950  -0.03
C 2.763 -4.109 2.684  -0.07
C 4.734 1.861 -4.108  -0.03
C -1.947 5.839 -1.215  -0.03
C -1.269 3.518 -1.947  -0.07
C -3.491 3.045 -0.841  0.02
C -2.463 -1.450 -0.336  -0.22
C -1.223 0.157 3.396  -0.15
C 6.061 2.184 -4.360  -0.10
C -3.195 -0.356 0.273  -0.04
C 1.938 2.101 -2.605  -0.26
C 2.366 0.343 1.555  -1.07
C 0.824 -4.878 -3.231  -0.02
C 1.561 -2.116 -1.840  -0.24
C -2.571 7.508 -2.809  -0.67
C -4.000 2.006 -0.148  0.00
C -1.662 0.829 4.557  -0.16
C 2.163 3.468 -3.052  0.02
C 0.989 4.116 -2.934  0.02
C 6.597 1.721 -2.054  -0.09
C -2.982 -2.744 -0.681  -0.01
C 6.980 2.112 -3.327  -0.67
C -5.699 -0.980 3.714  -0.67
C 4.208 -2.381 3.570  -0.08
C 2.873 -2.490 -2.279  0.01
C -4.144 -0.597 1.401  -0.13
C -2.361 6.614 -3.844  -0.10
C 1.112 -7.124 -2.464  -0.67
C -0.806 -2.607 -1.227  -0.22
C -4.421 0.451 2.294  -0.04
C 3.833 -3.712 3.495  -0.09
C -1.760 2.237 4.505  -0.01
C -1.943 5.324 -3.549  -0.03
C -1.730 4.914 -2.236  -0.21
C -1.074 2.125 2.233  -0.19
C -1.535 -1.930 4.568  -0.03
H 2.499 -5.158 2.623  0.10
H 1.116 -6.571 -4.531  0.11
H 0.783 5.149 -3.172  0.11
H -1.485 -3.015 4.575  0.11
H -1.991 -4.457 -1.632  0.12
H -1.554 3.964 3.258  0.11
H -0.011 -1.470 1.729  0.02
H -2.529 6.923 -4.866  0.11
H 4.379 -4.453 4.064  0.10
H -4.998 1.915 0.255  0.12
H -1.782 4.617 -4.356  0.13
H -3.968 1.422 2.142  0.10
H -4.016 -3.043 -0.615  0.10
H -5.809 -3.031 3.119  0.11
H -3.992 3.967 -1.092  0.12
H 0.687 -5.024 0.141  0.10
H -2.312 -1.814 6.577  0.11
H 6.381 2.484 -5.349  0.11
H -0.883 2.638 1.296  0.07
H 5.042 -2.073 4.187  0.11
H -1.772 5.542 -0.187  0.12
H -2.072 2.775 5.393  0.12
H 3.221 -3.503 -2.418  0.12
H -5.371 1.096 4.110  0.11
H 1.066 -7.428 -0.345  0.11
H -4.432 -2.720 1.142  0.08
H -0.481 -2.924 2.457  0.09
H 4.572 -1.227 -2.866  0.12
H 7.329 1.676 -1.259  0.11
H 4.953 1.102 -0.822  0.12
H 4.011 1.900 -4.915  0.13
H 3.103 3.871 -3.398  0.11
H -2.387 0.666 6.589  0.11
H 1.236 -3.484 1.295  0.08
H -2.530 7.848 -0.697  0.11
H 0.761 -4.162 -4.043  0.13

Density functional theory data (ωB97M-V/def2-TZVPD) for C60H37Cl4N10O2SSeV as an isolated structure in a non-equilibrium geometry.

Values from the calculation:
Energy relative to the best compared isomer or geometry (same formula, charge and spin), kJ/mol: 0.0
Gap between HOMO and LUMO (alpha / beta), eV: 4.6 / 5.4
Multiplicity: 4
HOMO level (alpha / beta), eV: -3.287 / -4.556
Total charge: -1

Each line ends with the Löwdin charge.
CARTESIAN COORDINATES (ANGSTROEM)
Se 0.033 -0.243 2.772  1.30
V 0.614 -0.011 -0.391  1.00
Cl -1.702 -8.897 -1.634  0.63
Cl 7.205 -1.975 6.189  0.64
Cl -1.219 8.685 1.945  0.63
Cl 0.907 1.872 -9.642  0.64
S -2.748 -2.219 1.926  0.61
O -3.114 -3.551 1.517  -0.33
O -2.209 -2.137 3.269  -0.37
N 0.821 1.656 -1.452  0.00
N 1.856 1.072 0.910  -0.02
N 1.496 -1.659 0.365  -0.01
N -3.314 -1.414 -0.597  0.13
N -1.627 -1.508 0.953  -0.13
N -0.915 1.135 2.316  -0.19
N -1.350 -0.065 -0.869  0.02
N 0.659 -1.080 -2.091  0.01
N 0.555 0.450 4.283  -0.18
N -7.671 1.121 2.165  0.08
C 0.950 1.779 -2.831  -0.24
C 0.861 1.052 -5.196  -0.18
C 2.748 2.788 2.117  -0.01
C 0.320 -2.401 -2.163  -0.22
C -0.649 5.178 0.124  -0.05
C 0.903 3.868 -2.025  -0.01
C -1.926 0.472 -1.949  -0.10
C 1.773 0.408 -6.032  -0.02
C 3.451 1.662 2.446  -0.01
C -1.149 6.423 0.451  -0.11
C -6.524 0.334 2.108  -0.33
C -0.056 1.640 4.432  -0.37
C 0.766 2.920 -0.956  -0.23
C -5.271 0.936 1.971  -0.02
C -0.650 7.088 1.559  -0.69
C 2.353 -1.794 1.433  -0.30
C -3.160 0.090 -2.421  -0.04
C 0.433 -5.564 -2.154  -0.04
C -0.690 3.642 5.583  -0.10
C -0.008 1.985 -5.760  -0.03
C 0.013 2.254 -7.119  -0.10
C 0.612 -0.594 -3.376  -0.25
C 6.001 -1.654 4.977  -0.68
C -0.047 -6.858 -2.278  -0.11
C 0.206 -1.632 -4.268  -0.01
C 0.001 -2.749 -3.512  0.00
C -5.464 -1.830 2.016  -0.06
C 4.098 -1.109 3.039  -0.20
C -4.129 0.164 1.887  -0.06
C 3.095 -0.769 1.998  -0.12
C 0.986 -2.910 0.120  -0.23
C 0.276 6.466 2.378  -0.11
C 0.371 -3.289 -1.074  -0.08
C 2.319 -3.145 1.914  0.01
C 6.238 -2.033 3.668  -0.11
C -1.158 -5.131 -0.416  0.00
C 3.871 -0.755 4.369  -0.02
C 0.832 0.737 -3.747  -0.08
C 0.913 1.581 -7.927  -0.68
C 1.075 3.160 -3.173  -0.01
C 1.443 -3.826 1.130  0.02
C 0.766 5.219 2.041  -0.03
C 4.822 -1.024 5.340  -0.09
C -0.869 2.031 3.320  -0.36
C 2.854 0.588 1.737  -0.28
C 0.916 3.284 0.408  -0.07
C 0.384 4.560 0.860  -0.16
C -1.089 -7.277 -1.469  -0.68
C -3.810 -0.905 -1.700  -0.10
C -6.609 -1.059 2.125  -0.03
C -0.119 -4.680 -1.228  -0.18
C -1.646 -6.423 -0.534  -0.09
C -4.228 -1.218 1.919  -0.29
C 1.805 0.667 -7.392  -0.10
C -1.559 3.259 3.352  -0.04
C -1.465 4.040 4.474  -0.10
C 5.282 -1.756 2.702  -0.02
C -2.098 -0.993 -0.176  -0.47
C 0.024 2.471 5.566  -0.03
C 1.756 2.410 1.165  -0.23
H 0.060 -1.517 -5.329  0.11
H -7.513 2.086 2.399  0.08
H -2.149 3.559 2.496  0.11
H -1.088 4.650 -0.710  0.11
H 7.162 -2.530 3.407  0.10
H -0.665 2.977 -7.551  0.10
H -3.157 0.633 1.813  0.08
H -7.584 -1.524 2.216  0.11
H 2.933 -0.280 4.629  0.10
H -5.201 2.017 1.933  0.11
H -1.368 1.244 -2.462  0.11
H 0.603 6.952 3.288  0.10
H 0.379 -7.542 -3.000  0.10
H -1.935 6.874 -0.141  0.10
H -1.991 4.986 4.513  0.10
H -1.599 -4.466 0.311  0.09
H -0.324 -3.719 -3.847  0.10
H -2.461 -6.747 0.099  0.11
H 1.274 3.544 -4.159  0.11
H -3.586 0.528 -3.310  0.10
H -8.463 0.708 2.627  0.08
H -5.511 -2.911 2.009  0.11
H 1.437 4.747 2.737  0.09
H 5.466 -2.031 1.671  0.12
H -0.721 2.495 -5.127  0.12
H 1.267 -5.248 -2.769  0.12
H 4.286 1.591 3.121  0.11
H -4.768 -1.312 -2.009  0.12
H 0.961 4.936 -1.902  0.11
H -0.670 4.271 6.464  0.09
H 2.516 0.165 -8.033  0.10
H 0.621 2.161 6.413  0.11
H 2.876 -3.511 2.760  0.12
H 2.982 3.788 2.433  0.09
H 4.649 -0.744 6.370  0.10
H 2.466 -0.303 -5.600  0.13
H 1.146 -4.858 1.214  0.11

- Which of these has the highest total charge?
  C60H36Cl4N7S2Tl